C40H31O7S3TeW as an isolated structure. Source: the OMol25 dataset; level of theory: ωB97M-V/def2-TZVPD.

## Properties
Expectation value of S² ... 2.0286
Charge ... +1
Orbital gap (alpha / beta) ... 0.2406 / 0.1593 Ha
LUMO energy (alpha / beta) ... -0.1192 / -0.2231 hartree
Multiplicity ... 3
Relative energy (zero: lowest compared OMol25 entry of this formula, charge and spin) ... 0.431 eV

Positions of all 83 atoms, in Å:
W 0.162 -0.593 -0.807
O 1.012 2.537 -3.036
C 1.078 1.574 -2.356
O 0.354 0.445 -2.498
C 2.044 1.456 -1.115
O 2.739 2.330 -0.728
O 1.941 0.232 -0.545
C -5.565 -5.111 3.761
C -4.335 -4.283 3.589
C -4.151 -3.101 4.329
C -3.020 -2.341 4.183
C -2.018 -2.761 3.288
C -2.212 -3.925 2.502
C -3.347 -4.670 2.670
S -0.550 -1.974 2.956
O -0.932 -1.302 0.356
C -0.103 -0.827 4.237
C 1.052 -1.251 4.943
C 1.617 -0.428 5.870
C 1.106 0.874 6.087
C 1.723 1.753 7.009
C 1.267 3.030 7.159
C 0.183 3.491 6.382
C -0.445 2.661 5.500
C -0.015 1.317 5.343
C -0.649 0.425 4.421
C -1.832 0.916 3.656
C -3.070 1.148 4.333
C -3.257 0.820 5.699
C -4.450 1.069 6.318
C -5.517 1.656 5.607
C -5.369 1.971 4.287
C -4.147 1.725 3.617
C -3.987 2.051 2.248
C -2.801 1.846 1.611
C -1.726 1.297 2.337
S -0.134 1.182 1.541
O -0.477 1.346 0.051
C 0.658 2.655 2.083
C 0.103 3.914 1.890
C 0.798 5.020 2.339
C 2.033 4.885 2.979
C 2.799 6.095 3.425
C 2.559 3.610 3.166
C 1.884 2.491 2.710
H -6.203 -4.728 4.554
H -5.301 -6.144 3.992
H -6.141 -5.127 2.833
H -4.921 -2.784 5.021
H -2.902 -1.427 4.740
H -1.461 -4.216 1.774
H -3.486 -5.568 2.081
H 1.466 -2.232 4.749
H 2.483 -0.755 6.431
H 2.567 1.394 7.585
H 1.738 3.698 7.868
H -0.149 4.516 6.485
H -1.267 3.032 4.904
H -2.446 0.367 6.256
H -4.579 0.816 7.362
H -6.451 1.857 6.115
H -6.183 2.419 3.731
H -4.825 2.477 1.711
H -2.668 2.080 0.564
H -0.849 4.027 1.386
H 0.382 6.009 2.189
H 2.166 6.980 3.456
H 3.620 6.294 2.733
H 3.235 5.944 4.413
H 3.518 3.493 3.657
H 2.308 1.501 2.833
O 2.103 -2.314 0.690
H 2.728 -2.785 0.129
H 2.584 -2.083 1.490
Te 0.201 -2.749 -2.394
C -0.391 -4.318 -1.118
C -1.570 -5.001 -1.250
C -1.649 -6.147 -0.414
C -0.524 -6.324 0.332
S 0.623 -5.089 0.034
H -2.348 -4.703 -1.940
H -2.495 -6.820 -0.389
H -0.309 -7.116 1.034